Density functional theory data (ωB97M-V/def2-TZVPD) for 7 unconnected molecules or ions with the total composition C27H55O20S in a non-equilibrium geometry.

For the total energy, the calculation gives -80674.539 eV. As for the LUMO energy: 1.52 eV. The calculation puts the energy above the lowest of the compared OMol25 structures with the same formula, charge and spin at 95.30 kJ/mol. Its net charge is -1.

Each line ends with the Löwdin charge.
Atoms and positions in Å:
C  9.1221  -1.7722  -0.4595  -0.094
C  8.8431  -2.4568  -1.8420  -0.423
C  9.9080  -3.5221  -2.2158  -0.109
C  7.3599  -2.9839  -1.9669  -0.187
C  7.1391  -4.1864  -0.9960  -0.288
C  5.6689  -4.7954  -1.0285  -0.627
S  5.8653  -6.4183  -1.9770  0.581
O  4.7915  -4.0069  -1.8861  -0.310
C  4.1514  -2.9951  -1.1585  -0.234
C  3.2841  -2.2015  -2.2036  -0.387
C  4.2261  -1.2124  -2.9362  -0.057
O  2.1373  -1.5788  -1.6252  -0.058
H  10.2187  -1.6316  -0.3447  0.066
H  8.5786  -0.8138  -0.3719  0.068
H  8.8058  -2.4134  0.3843  0.061
H  8.9323  -1.6393  -2.5941  0.116
H  9.5616  -4.0916  -3.1067  0.078
H  10.8934  -3.0856  -2.4841  0.064
H  10.0873  -4.2739  -1.4225  0.072
H  7.1895  -3.2589  -3.0236  0.113
H  6.7245  -2.1039  -1.7390  0.081
H  7.3479  -3.9233  0.0606  0.076
H  7.8379  -4.9907  -1.3247  0.046
H  4.8869  -6.4065  -2.9532  -0.164
H  4.8793  -2.3131  -0.6582  0.115
H  3.4725  -3.3709  -0.3603  0.108
H  2.9490  -2.9696  -2.9340  0.143
H  4.8806  -0.6406  -2.2488  0.074
H  3.6870  -0.5471  -3.6383  0.070
H  4.9065  -1.8413  -3.5490  0.080
H  1.4210  -2.2055  -1.6845  0.077
C  -0.6867  -9.4112  -3.7077  -0.062
O  -0.1797  -8.8878  -2.4859  -0.007
C  0.9886  -8.2420  -2.6164  -0.630
O  1.5915  -8.0910  -3.6434  0.123
O  1.3517  -7.8056  -1.4176  0.003
C  2.5998  -7.0867  -1.3977  -0.056
H  -1.6282  -9.9086  -3.4816  0.087
H  -0.8769  -8.6094  -4.4215  0.094
H  0.0030  -10.1423  -4.1300  0.094
H  2.5390  -6.1926  -2.0174  0.089
H  3.4178  -7.7224  -1.7234  0.046
H  2.7876  -6.7822  -0.3708  0.097
C  1.3135  -4.5537  5.0119  -0.051
O  1.1815  -3.2272  4.5080  -0.003
C  1.0435  -3.1667  3.1794  -0.627
O  1.0225  -4.1034  2.4332  0.134
O  0.9322  -1.8848  2.8340  0.002
C  0.7834  -1.6741  1.4265  -0.033
H  1.4184  -4.4808  6.0926  0.088
H  0.4244  -5.1423  4.7851  0.095
H  2.2032  -5.0336  4.6050  0.101
H  -0.1255  -2.1532  1.0605  0.101
H  1.6551  -2.0414  0.8872  0.078
H  0.7009  -0.6024  1.2586  0.085
C  -0.5755  2.8131  2.7410  -0.027
O  -0.6915  3.6882  1.6166  -0.035
C  -0.7534  3.0594  0.4398  -0.627
O  -0.7214  1.8753  0.2725  0.143
O  -0.8574  3.9861  -0.5182  -0.019
C  -0.9343  3.4527  -1.8428  -0.033
H  -0.5346  3.4354  3.6328  0.094
H  -1.4438  2.1586  2.8108  0.101
H  0.3413  2.2276  2.6809  0.101
H  -1.8193  2.8265  -1.9558  0.096
H  -0.0333  2.8896  -2.0839  0.103
H  -1.0139  4.2950  -2.5265  0.095
C  -7.5493  2.2266  -2.3572  -0.036
O  -7.0633  2.7302  -1.1140  -0.012
C  -5.9138  3.4053  -1.2108  -0.616
O  -5.2977  3.6050  -2.2203  0.134
O  -5.5678  3.8181  0.0125  -0.014
C  -4.3464  4.5569  0.0549  -0.018
H  -8.4789  1.7006  -2.1510  0.095
H  -7.7547  3.0428  -3.0499  0.098
H  -6.8391  1.5244  -2.7925  0.100
H  -4.4254  5.4660  -0.5413  0.104
H  -3.5128  3.9452  -0.2871  0.083
H  -4.1656  4.8380  1.0904  0.100
C  -8.5245  4.7342  0.7548  -0.038
O  -9.3790  4.9693  1.8771  0.010
C  -9.9459  3.8683  2.3674  -0.624
O  -9.7986  2.7527  1.9527  0.133
O  -10.7100  4.2244  3.4033  0.002
C  -11.3820  3.1334  4.0282  -0.048
H  -8.1228  5.6962  0.4414  0.100
H  -7.6969  4.0854  1.0264  0.081
H  -9.0889  4.3080  -0.0740  0.097
H  -10.6646  2.4185  4.4308  0.098
H  -12.0570  2.6436  3.3266  0.097
H  -11.9673  3.5412  4.8495  0.091
C  -0.7097  6.8834  1.7219  -0.027
O  -1.6817  7.3926  2.6402  0.008
C  -2.0787  8.6371  2.3809  -0.628
O  -1.6980  9.3274  1.4764  0.127
O  -2.9779  8.9840  3.3056  0.001
C  -3.4920  10.3041  3.1472  -0.048
H  -0.4653  5.8736  2.0292  0.072
H  -1.1157  6.8488  0.7112  0.100
H  0.1987  7.4857  1.7496  0.102
H  -4.0070  10.4051  2.1920  0.097
H  -2.6936  11.0412  3.2307  0.097
H  -4.2075  10.4714  3.9493  0.092

Density functional theory data (ωB97M-V/def2-TZVPD) for a molecular structure, C27H56AlN3O6 in a non-equilibrium geometry.

For the total energy, the calculation gives -52206.987 eV. As for the LUMO energy: -14.88 eV. Its net charge is +4.

Each line ends with the Löwdin charge.
Atoms and positions in Å:
Al  2.8470  -3.6618  -3.2893  0.990
O  0.6058  -0.2087  -1.7831  -0.192
H  0.6363  0.0904  -0.8535  -0.035
C  -6.0361  -3.6218  1.3942  -0.017
C  -6.2558  -2.3030  0.6354  -0.408
C  -4.9272  -1.4565  0.8064  -0.122
C  -4.8830  -0.2105  -0.0676  -0.193
C  -4.8142  -0.6695  -1.4477  -0.154
C  -6.0831  -1.4384  -1.9335  -0.385
N  -6.3570  -2.5791  -0.9012  0.116
O  -7.1962  -3.5652  -1.2611  0.197
C  -5.7557  -2.1677  -3.2664  -0.026
C  -7.4120  -0.6416  -2.0945  0.034
C  -7.4551  -1.5051  1.1506  0.008
H  -6.7895  -4.4090  1.4228  0.102
H  -5.6692  -3.5322  2.4167  0.106
H  -5.1811  -4.0618  0.8808  0.085
H  -4.1362  -2.1463  0.5122  0.116
H  -4.7827  -1.2375  1.8643  0.135
H  -3.9454  0.2869  0.1804  0.126
H  -5.6185  0.5455  0.2075  0.127
H  -3.9535  -1.3271  -1.5693  0.128
H  -4.6776  0.0854  -2.2219  0.140
H  -5.0726  -3.0165  -3.2358  0.092
H  -5.2679  -1.5041  -3.9803  0.098
H  -6.6530  -2.5213  -3.7743  0.096
H  -8.2284  -1.2278  -1.6726  0.098
H  -7.5759  -0.3002  -3.1166  0.113
H  -7.2903  0.2343  -1.4573  0.085
H  -7.4794  -1.2599  2.2124  0.120
H  -8.3089  -2.1343  0.8992  0.104
H  -7.6868  -0.5581  0.6632  0.080
C  2.8991  -5.6248  4.3367  -0.010
C  2.5690  -4.5647  5.4326  -0.413
C  3.9207  -3.9515  5.8737  -0.132
C  3.7867  -2.6982  6.6748  -0.185
C  3.1436  -1.6359  5.8110  -0.115
C  1.7449  -2.0501  5.2481  -0.451
N  1.8188  -3.4291  4.7132  0.139
O  0.6547  -3.7932  4.0893  0.169
C  1.4697  -1.1335  3.9979  -0.013
C  0.7013  -1.9233  6.2957  0.001
C  1.8069  -5.1414  6.6148  0.014
H  3.4098  -6.4476  4.8370  0.110
H  3.3125  -5.3605  3.3634  0.094
H  1.9884  -6.1379  4.0275  0.083
H  4.6291  -3.8154  5.0566  0.138
H  4.3136  -4.7071  6.5539  0.142
H  4.7707  -2.3408  6.9784  0.136
H  3.3258  -2.7814  7.6590  0.126
H  3.7701  -1.4622  4.9361  0.124
H  3.1603  -0.7280  6.4139  0.145
H  0.5570  -1.3922  3.4611  0.075
H  2.1241  -1.3729  3.1596  0.081
H  1.4792  -0.0463  4.0762  0.106
H  0.4696  -0.9276  6.6741  0.123
H  1.0368  -2.3695  7.2319  0.090
H  -0.2526  -2.3445  5.9784  0.107
H  1.6433  -4.4266  7.4212  0.085
H  2.3040  -5.9400  7.1654  0.123
H  0.8193  -5.5376  6.3786  0.108
C  0.3489  6.0183  -3.9381  -0.087
C  1.8286  6.1387  -4.3918  -0.200
C  2.6555  5.1811  -3.5034  -0.109
N  4.1290  4.9656  -3.9524  -0.272
C  4.1767  4.2129  -5.2429  0.024
C  5.0252  4.2640  -2.8270  -0.061
C  6.4599  4.7620  -3.0851  -0.174
C  6.3322  6.1214  -3.6615  -0.136
C  4.8695  6.3570  -4.1418  -0.024
H  0.0716  6.4565  -2.9793  0.083
H  0.1064  4.9595  -3.8471  0.064
H  -0.3694  6.4542  -4.6324  0.085
H  2.1980  7.1577  -4.2768  0.112
H  1.8002  5.9578  -5.4664  0.111
H  2.2114  4.2022  -3.3231  0.127
H  2.9604  5.6458  -2.5657  0.126
H  3.6907  3.2867  -4.9361  0.100
H  5.2057  3.8813  -5.3816  0.113
H  3.7138  4.8762  -5.9735  0.109
H  4.7713  3.2084  -2.9239  0.121
H  4.7259  4.5477  -1.8180  0.128
H  6.9196  3.9681  -3.6737  0.116
H  7.0084  4.6816  -2.1466  0.129
H  7.1579  6.3053  -4.3489  0.132
H  6.6234  6.8282  -2.8846  0.127
H  4.7513  6.5833  -5.2015  0.132
H  4.2893  7.0058  -3.4857  0.125
O  -0.4383  0.9639  -5.9724  0.214
C  0.1630  0.4277  -7.0096  -0.644
O  0.7068  -0.7365  -6.8427  0.227
O  0.1187  0.9529  -8.1583  0.302
H  -0.1850  0.4713  -5.1883  0.137

Q: Which HOMO energy values were calculated for the entries above? A: -1.8; -17.4, in eV.